Entry 1:
One molecule with the formula C5H11NO4, computed with the ωB97M-V functional and the def2-TZVPD basis.

Summary:
- DFT total energy (hartree) = -552.7564
- ΔE to the lowest compared entry with this formula, charge and spin (eV) = 3.332
- SMILES string = N[C@@H]1OC[C@H](O)[C@H](O)[C@H]1O
- HOMO (eV) = -9.7
- Kohn-Sham gap (eV) = 10.115
- total charge = 0

```
21
Properties=species:S:1:pos:R:3:forces:R:3
N -2.597 0.262 0.736 -1.5 -0.5 0.0
C -1.575 0.389 -0.253 1.6 0.4 -1.4
O -1.200 -0.854 -0.961 -0.3 0.2 0.9
C -0.302 -1.629 -0.240 1.8 -3.2 0.2
C 1.143 -1.029 -0.142 -0.2 1.3 -1.6
O 1.768 -1.262 1.100 -0.4 0.4 -0.1
C 0.968 0.499 -0.499 0.0 -1.4 1.1
O 2.178 1.286 -0.181 -0.7 -1.2 -1.1
C -0.206 1.010 0.363 -0.2 -0.9 -0.8
O -0.211 2.414 0.201 4.0 0.7 -0.6
H -3.593 -0.036 0.494 2.2 0.7 -0.3
H -2.332 -0.319 1.536 0.2 0.4 -0.4
H -1.760 1.007 -1.198 -0.6 -0.3 1.9
H -0.565 -1.962 0.808 -0.3 0.7 -0.8
H -0.149 -2.643 -0.799 -0.7 1.8 0.8
H 1.768 -1.434 -0.956 -0.1 -0.2 0.3
H 2.329 -0.489 1.251 0.1 -0.1 0.1
H 0.771 0.570 -1.585 -0.1 0.2 0.6
H 2.757 1.053 -0.938 -0.1 0.5 0.8
H -0.050 0.530 1.415 -0.3 1.5 -1.2
H 0.856 2.638 -0.152 -4.5 -0.8 1.8
```
Forces are in eV/Å.

Entry 2:
One molecule with the formula C5H11NO4, computed with the ωB97M-V functional and the def2-TZVPD basis.

Summary:
- DFT total energy (hartree) = -552.6168
- spin multiplicity = 3
- HOMO (spin up / spin down) (eV) = -5.0 / -10.3
- Kohn-Sham gap (spin up / spin down) (eV) = 5.655 / 7.772
- total charge = 0

```
21
Properties=species:S:1:pos:R:3:forces:R:3
C 0.028 -1.552 0.289 -7.2 2.0 0.4
C -1.136 -2.403 0.780 0.4 -0.6 0.9
C -0.044 2.360 -0.388 -1.1 -0.1 -0.9
C -0.252 -0.258 -0.573 3.5 0.9 1.7
C 0.425 0.990 0.215 -2.4 0.6 -1.7
N 1.175 -2.027 0.403 6.5 0.8 -1.8
O 0.488 -0.331 -1.795 -0.9 -0.3 -0.1
O -1.541 0.107 -0.765 -0.7 -1.9 -3.6
O -0.009 1.017 1.515 0.1 2.5 1.1
O 1.786 0.960 0.148 1.9 -0.9 0.5
H -1.104 -2.715 1.875 0.3 0.8 -1.0
H -0.885 -3.351 0.269 -1.2 0.0 0.0
H -2.148 -1.973 0.640 0.8 -0.3 -0.5
H 0.714 3.097 -0.129 -0.1 0.2 0.4
H -1.078 2.594 0.088 1.8 -0.2 -1.2
H -0.083 2.432 -1.520 -0.3 -0.4 1.3
H 1.990 -1.480 -0.019 -0.7 -1.8 1.2
H 1.194 0.325 -1.769 0.1 0.0 0.0
H -1.642 -0.188 -1.761 -0.4 0.9 2.7
H 0.048 2.037 1.624 -0.4 -2.6 1.0
H 2.075 0.359 0.871 -0.1 0.5 -0.5
```
Forces are in eV/Å.

Entry 3:
An isolated ion of composition C5H11NO4P and charge -1, computed with the ωB97M-V functional and the def2-TZVPD basis.

Summary:
- DFT total energy (hartree) = -894.3624
- ΔE to the lowest compared entry with this formula, charge and spin (eV) = 0.000
- SMILES string = C[C@]([NH3+])(C[P@@](C)(=O)[O-])C(=O)[O-]
- HOMO (eV) = -5.5
- Kohn-Sham gap (eV) = 8.937
- total charge = -1

```
22
Properties=species:S:1:pos:R:3:forces:R:3
C -1.633 -1.533 0.029 0.0 0.2 0.0
C -1.055 -0.128 -0.114 -0.8 0.1 0.5
N -0.819 0.187 -1.539 -0.2 0.5 -0.3
C 0.181 0.052 0.764 0.5 0.4 -0.3
P 1.669 0.960 0.039 0.5 -0.6 0.4
C 3.037 -0.110 0.705 -0.4 0.6 -0.4
O 1.661 0.790 -1.474 -0.2 -0.4 0.0
O 1.795 2.337 0.567 0.0 0.2 0.5
C -2.231 0.903 0.283 0.8 -0.7 -0.4
O -2.606 1.574 -0.711 -0.4 0.6 -0.5
O -2.648 0.885 1.426 -0.2 0.0 0.7
H -0.899 -2.293 -0.244 0.1 0.0 0.0
H -1.933 -1.686 1.063 0.0 0.0 0.1
H -2.519 -1.648 -0.597 -0.1 0.0 0.0
H -1.588 1.002 -1.609 0.3 -0.5 0.0
H -1.022 -0.589 -2.161 0.0 0.1 0.1
H 0.206 0.520 -1.654 0.0 -0.1 -0.4
H 0.544 -0.928 1.084 0.1 0.0 0.0
H -0.103 0.604 1.661 0.0 -0.1 0.0
H 3.967 0.344 0.369 0.1 0.0 0.0
H 3.018 -0.117 1.791 0.0 0.0 0.2
H 2.976 -1.124 0.321 -0.1 -0.1 -0.1
```
Forces are in eV/Å.

Entry 4:
An isolated ion of composition C5H11NOS and charge -1, computed with the ωB97M-V functional and the def2-TZVPD basis.

Summary:
- DFT total energy (hartree) = -725.2436
- ΔE to the lowest compared entry with this formula, charge and spin (eV) = 0.444
- spin multiplicity = 2
- HOMO (spin up / spin down) (eV) = 0.0 / -3.2
- Kohn-Sham gap (spin up / spin down) (eV) = 3.428 / 6.504
- total charge = -1

```
19
Properties=species:S:1:pos:R:3:forces:R:3
C -2.327 -0.029 0.561 0.3 -0.4 -0.2
N -1.067 0.687 0.496 -0.6 0.9 0.0
C 0.072 0.011 -0.176 -0.7 -0.7 0.6
C 1.118 1.076 -0.389 0.9 -0.4 -0.9
S 2.405 0.560 -1.601 0.2 0.4 -0.4
C 0.610 -1.236 0.468 0.0 0.4 0.3
O -0.066 -2.329 0.476 0.0 -0.1 0.0
C -3.221 0.567 1.629 -0.5 0.0 -0.1
H -2.794 0.026 -0.430 -0.2 0.0 0.1
H -2.177 -1.097 0.759 0.1 0.0 0.1
H -0.866 1.081 1.407 0.5 -0.4 0.0
H -0.392 -0.354 -1.105 0.3 0.4 -0.4
H 0.744 1.948 -0.920 -0.3 0.1 0.2
H 1.595 1.421 0.527 -0.1 -0.2 0.1
H 3.130 -0.393 -1.004 -0.4 0.0 0.4
H 1.569 -1.130 1.001 0.1 -0.1 0.1
H -3.574 1.571 1.381 0.3 0.2 0.0
H -2.696 0.592 2.586 -0.1 0.0 0.0
H -4.129 -0.028 1.757 0.1 -0.1 0.0
```
Forces are in eV/Å.

Entry 5:
An isolated ion of composition C5H11NOS and charge -1, computed with the ωB97M-V functional and the def2-TZVPD basis.

Summary:
- DFT total energy (hartree) = -725.2491
- ΔE to the lowest compared entry with this formula, charge and spin (eV) = 0.295
- spin multiplicity = 2
- HOMO (spin up / spin down) (eV) = -0.1 / -3.4
- Kohn-Sham gap (spin up / spin down) (eV) = 3.659 / 6.873
- total charge = -1

```
19
Properties=species:S:1:pos:R:3:forces:R:3
C -1.029 0.510 -1.180 -0.2 0.4 0.2
N -0.261 0.606 0.042 0.1 0.2 0.1
C 0.605 -0.556 0.276 0.1 -0.3 0.3
C 1.645 -0.154 1.343 -0.8 0.7 0.1
S 3.013 -1.307 1.398 0.6 0.0 0.1
C -0.188 -1.752 0.747 -0.2 -0.2 -0.3
O 0.187 -2.974 0.510 0.2 0.2 0.1
C -1.816 1.800 -1.413 0.8 -0.1 -0.1
H -0.383 0.300 -2.051 -0.2 -0.1 0.0
H -1.733 -0.307 -1.036 0.1 -0.3 -0.2
H 0.290 1.459 0.026 0.1 -0.1 -0.1
H 1.180 -0.859 -0.618 -0.2 0.1 -0.1
H 1.976 0.894 1.221 0.5 -0.3 -0.3
H 1.140 -0.144 2.303 -0.1 -0.1 0.2
H 2.233 -2.401 1.322 -0.2 -0.1 -0.1
H -0.937 -1.510 1.526 0.1 0.0 0.0
H -1.127 2.643 -1.546 0.0 0.0 0.0
H -2.410 2.022 -0.529 -0.4 0.0 -0.2
H -2.385 1.729 -2.343 -0.3 0.0 0.2
```
Forces are in eV/Å.

Entry 6:
An isolated ion of composition C5H11NOS and charge -2, computed with the ωB97M-V functional and the def2-TZVPD basis.

Summary:
- DFT total energy (hartree) = -725.1971
- ΔE to the lowest compared entry with this formula, charge and spin (eV) = 0.355
- SMILES string = CCN[C@@H](C[O-])C[S-]
- HOMO (eV) = 0.9
- Kohn-Sham gap (eV) = 5.288
- total charge = -2

```
19
Properties=species:S:1:pos:R:3:forces:R:3
C -1.888 -1.343 -0.413 0.1 0.0 -0.4
C -1.389 -0.010 -0.986 -0.6 -0.4 -0.3
N 0.043 0.108 -0.929 0.2 0.1 0.1
C 0.575 0.344 0.432 -0.1 0.2 -0.1
C 1.453 -0.848 0.908 0.0 -0.2 0.0
O 1.925 -0.791 2.164 0.0 0.1 0.1
C 1.361 1.668 0.483 0.2 -0.6 0.3
S 0.594 3.114 -0.328 0.0 0.2 -0.1
H -2.962 -1.301 -0.215 -0.1 0.0 0.2
H -1.337 -1.619 0.481 -0.1 0.1 0.2
H -1.722 -2.143 -1.136 0.1 -0.1 0.0
H -1.954 0.810 -0.506 0.4 0.1 0.2
H -1.687 0.027 -2.046 0.0 0.0 0.1
H 0.284 0.943 -1.461 0.0 0.0 0.0
H -0.264 0.438 1.138 -0.1 0.0 0.0
H 0.822 -1.766 0.697 0.0 0.0 0.0
H 2.245 -0.917 0.106 0.1 0.0 0.0
H 2.352 1.451 0.069 0.0 0.1 -0.3
H 1.551 1.836 1.541 -0.1 0.2 0.1
```
Forces are in eV/Å.

Entry 7:
One molecule with the formula C5H11NOS, computed with the ωB97M-V functional and the def2-TZVPD basis.

Summary:
- DFT total energy (hartree) = -725.2266
- ΔE to the lowest compared entry with this formula, charge and spin (eV) = 2.675
- SMILES string = CN[C@@]1(CO)C[C@H]1S
- HOMO (eV) = -8.7
- Kohn-Sham gap (eV) = 9.483
- total charge = 0

```
19
Properties=species:S:1:pos:R:3:forces:R:3
C 1.147 1.806 0.016 -0.4 1.5 -1.6
N 0.274 0.811 -0.610 -0.3 0.9 -0.2
C -0.032 -0.315 0.169 -1.3 -1.0 -0.3
C 1.037 -1.396 -0.068 -1.4 -0.4 -1.0
O 2.038 -0.960 -0.928 0.9 0.1 -0.4
C -0.867 -0.134 1.393 -0.7 0.8 0.5
C -1.537 -0.814 0.236 1.1 0.1 -0.9
S -2.765 0.094 -0.688 -0.3 0.3 0.4
H 0.912 2.174 1.027 -0.3 -0.5 -0.1
H 1.006 2.679 -0.673 0.5 -0.4 0.8
H 2.205 1.528 -0.029 -0.3 -0.2 0.1
H -0.549 1.193 -1.076 0.3 0.1 0.4
H 1.469 -1.649 0.859 0.7 -0.7 1.1
H 0.533 -2.281 -0.535 0.3 0.4 0.6
H 1.678 -0.294 -1.544 -0.2 -0.2 0.5
H -1.223 0.879 1.687 0.4 -0.6 -0.6
H -0.749 -0.710 2.274 0.4 -0.7 0.6
H -1.715 -1.912 0.246 0.4 1.0 0.2
H -2.863 -0.698 -1.755 0.2 -0.2 -0.2
```
Forces are in eV/Å.

Entry 8:
C5H11NOS as an isolated structure, computed with the ωB97M-V functional and the def2-TZVPD basis.

Summary:
- DFT total energy (hartree) = -725.0515
- ΔE to the lowest compared entry with this formula, charge and spin (eV) = 7.438
- HOMO (spin up / spin down) (eV) = -8.2 / -8.2
- Kohn-Sham gap (spin up / spin down) (eV) = 7.864 / 7.865
- total charge = 0

```
19
Properties=species:S:1:pos:R:3:forces:R:3
C -1.244 -1.675 -0.898 0.1 -1.0 1.5
C 2.524 0.253 0.789 -0.9 -2.1 1.8
C 2.565 -0.557 -0.479 3.0 3.6 -1.8
C 1.558 0.515 -0.293 -2.7 -1.6 0.3
C -2.817 1.048 0.269 -1.3 -0.7 -0.5
N -1.433 1.047 -0.176 -1.2 -4.1 -1.8
O -0.848 -0.906 1.397 1.2 0.6 0.0
S -0.582 -0.488 0.008 -0.5 2.1 2.4
H -1.266 -2.649 -0.298 0.0 1.7 -0.8
H -0.799 -1.764 -1.821 0.5 -0.1 -2.4
H 2.347 -0.388 1.742 -0.2 1.6 -1.7
H 3.269 0.991 0.858 0.8 0.8 0.5
H 3.486 -0.218 -1.130 -2.0 -1.2 0.9
H 2.362 -1.566 -0.410 -0.6 -1.9 -0.1
H 1.436 1.459 -0.836 0.1 -0.6 0.2
H -3.205 0.004 0.024 0.0 1.6 0.1
H -3.064 1.261 1.318 0.9 -0.4 0.2
H -3.377 1.880 -0.230 0.4 -1.0 -0.3
H -0.912 1.752 0.166 2.5 2.8 1.5
```
Forces are in eV/Å.

Entry 9:
One molecule with the formula C5H11NOS, computed with the ωB97M-V functional and the def2-TZVPD basis.

Summary:
- DFT total energy (hartree) = -725.2290
- ΔE to the lowest compared entry with this formula, charge and spin (eV) = 2.610
- SMILES string = CSCC[C@H](N)C=O
- HOMO (eV) = -8.6
- Kohn-Sham gap (eV) = 9.426
- total charge = 0

```
19
Properties=species:S:1:pos:R:3:forces:R:3
C 3.268 -1.169 -0.611 -0.2 0.9 3.0
S 2.185 0.130 0.196 0.8 -0.6 -1.1
C 0.720 -0.341 -0.716 -1.9 -2.7 0.1
C -0.483 0.650 -0.563 2.0 2.1 -0.6
C -1.300 0.413 0.679 -0.2 -1.4 0.1
N -2.396 -0.498 0.264 2.1 -1.9 2.9
C -1.822 1.662 1.330 -1.4 1.3 3.0
O -2.949 1.655 1.817 1.4 0.3 -1.0
H 3.294 -2.080 -0.024 -0.3 -0.2 -0.1
H 4.246 -0.771 -0.602 1.1 0.5 -0.1
H 2.968 -1.313 -1.582 -0.8 -0.4 -2.2
H 0.853 -0.656 -1.785 0.5 1.1 0.7
H 0.444 -1.436 -0.302 0.0 2.5 -0.5
H -0.143 1.824 -0.663 -0.4 -2.9 0.4
H -1.156 0.499 -1.403 0.0 0.0 -0.1
H -0.702 -0.144 1.482 -0.6 0.9 -1.0
H -2.800 -1.005 1.094 0.2 1.1 -1.5
H -3.054 -0.019 -0.262 -1.7 0.9 -0.8
H -1.173 2.600 1.652 -0.5 -1.7 -1.2
```
Forces are in eV/Å.

Entry 10:
A 2-piece molecular cluster, C5H11NP overall, computed with the ωB97M-V functional and the def2-TZVPD basis.

Summary:
- DFT total energy (hartree) = -592.7071
- ΔE to the lowest compared entry with this formula, charge and spin (eV) = 5.966
- HOMO (spin up / spin down) (eV) = -12.2 / -12.9
- Kohn-Sham gap (spin up / spin down) (eV) = 6.871 / 9.152
- total charge = +1

```
18
Properties=species:S:1:pos:R:3:forces:R:3
C -2.063 3.171 -0.923 1.1 1.7 2.8
C -1.568 2.142 -1.532 2.0 -1.8 0.3
C -0.377 1.403 -0.881 0.2 2.0 -2.5
C -0.546 0.826 0.236 -0.5 -1.7 1.4
C 1.371 -1.371 0.542 1.1 -0.1 1.2
N 1.749 -2.206 1.913 0.5 1.0 -0.7
P 0.900 -2.339 -0.934 0.7 -0.5 0.7
H -2.887 3.730 -1.196 -1.7 0.8 -1.2
H -1.597 3.637 0.002 -0.4 -1.1 -1.1
H -1.881 1.734 -2.476 -0.4 0.0 -0.2
H 0.586 1.521 -1.367 0.1 -0.1 -0.1
H -1.482 0.551 0.682 0.0 -0.2 0.8
H 2.203 -0.637 0.472 -0.9 -0.5 0.0
H 1.043 -2.128 2.646 -0.2 0.4 -0.2
H 2.017 -3.190 1.921 -0.5 -0.4 -1.0
H 2.629 -1.811 2.268 -0.5 0.5 0.1
H 0.213 -3.267 -0.148 0.0 -0.7 0.1
H -0.308 -1.765 -1.225 -0.7 0.8 -0.3
```
Forces are in eV/Å.

Entry 11:
One molecule with the formula C5H11NS, computed with the ωB97M-V functional and the def2-TZVPD basis.

Summary:
- DFT total energy (hartree) = -649.8912
- ΔE to the lowest compared entry with this formula, charge and spin (eV) = 4.023
- SMILES string = CC[C@]1(CS)CN1
- HOMO (eV) = -8.8
- Kohn-Sham gap (eV) = 9.730
- total charge = 0

```
18
Properties=species:S:1:pos:R:3:forces:R:3
C 1.720 -1.199 0.273 1.1 -2.8 4.8
C 0.249 -1.042 -0.102 1.2 -1.8 -3.3
C -0.302 0.442 -0.049 2.3 -2.7 1.4
C -1.564 0.375 -0.572 -8.6 -0.1 -5.7
S -3.060 -0.422 0.260 1.8 1.9 2.4
C 0.465 1.604 -0.388 5.0 -2.3 2.9
N -0.112 1.393 1.032 -1.1 1.0 -2.5
H 2.521 -0.529 0.004 -0.6 1.2 -0.4
H 2.256 -2.148 -0.057 -1.4 0.6 0.2
H 1.794 -1.298 1.448 0.2 0.3 -1.9
H 0.532 -1.402 -1.186 -1.8 1.6 0.8
H -0.568 -1.954 0.083 2.3 2.7 0.7
H -1.587 -0.443 -1.385 0.5 1.8 0.4
H -2.083 1.359 -1.097 1.9 -2.2 1.5
H -2.745 0.343 1.430 -0.9 -1.2 -1.2
H 1.615 1.318 -0.416 -2.4 1.0 -0.1
H 0.255 2.463 -0.901 -1.2 1.7 -1.3
H 0.614 1.140 1.622 1.8 -0.7 1.3
```
Forces are in eV/Å.

Entry 12:
One molecule with the formula C5H11NS2, computed with the ωB97M-V functional and the def2-TZVPD basis.

Summary:
- DFT total energy (hartree) = -1048.1605
- ΔE to the lowest compared entry with this formula, charge and spin (eV) = 2.110
- SMILES string = C[C@@H]1[C@H](N)[C@H](S)[C@@H]1S
- HOMO (eV) = -8.8
- Kohn-Sham gap (eV) = 9.375
- total charge = 0

```
19
Properties=species:S:1:pos:R:3:forces:R:3
C 2.084 -0.067 -0.152 1.1 1.3 -1.9
C 0.819 -0.148 0.678 1.0 0.2 -1.6
C -0.328 -0.909 0.056 -0.9 -0.9 4.5
N -0.426 -0.818 -1.294 -0.3 -1.8 -5.1
C -1.209 0.210 0.742 -3.2 -2.1 1.6
S -2.742 0.636 -0.122 -1.0 -1.3 -0.1
C -0.081 1.156 0.859 2.6 1.1 0.1
S 0.101 2.475 -0.472 -0.1 -0.2 1.7
H 2.573 -1.069 -0.609 -1.3 2.3 1.4
H 2.759 0.499 0.528 0.4 -0.7 -0.7
H 1.924 0.714 -1.054 0.3 -2.1 1.9
H 1.032 -0.567 1.634 0.1 -0.2 0.9
H -0.508 -1.951 0.504 0.3 1.2 -0.5
H -1.304 -1.304 -1.565 0.4 0.9 0.0
H 0.257 -1.382 -1.882 -0.5 1.1 1.5
H -1.616 -0.099 1.793 1.3 0.3 -1.7
H -3.272 -0.703 -0.037 0.7 1.9 0.0
H 0.135 1.661 1.851 -0.7 -0.4 -1.3
H -0.198 1.666 -1.458 -0.2 -0.5 -0.7
```
Forces are in eV/Å.

So what do the calculations give for largest force on an atom? Going down the list: 4.9, 7.5, 1.1, 1.3, 1.0, 0.7, 2.2, 5.1, 4.1, 3.4, 10.3, 5.4 eV/A.